# 1
# C35H58N2O8

6 unconnected molecules or ions with the total composition C35H58N2O8 in a non-equilibrium geometry (ωB97M-V with the def2-TZVPD basis set, OMol25).

The value obtained for the calculated total energy is -2079.77818 a.u. The value obtained for the HOMO-LUMO gap is 8.73 eV. Its LUMO energy is -0.006 Ha. As for the SMILES: CCCOCc1ccc2nccnc2c1COC(C)=O.C1CCOC1.C1CCOC1.C1CCOC1.C1CCOC1.C1CCOC1.

CARTESIAN COORDINATES (ANGSTROEM)
O  -0.5872  2.1050  -6.1977
O  1.9223  -0.2719  -9.0124
O  5.3434  -0.8547  6.0722
O  0.6376  1.1909  1.5601
O  -3.5335  -0.1357  0.7666
O  -5.3508  -3.1622  7.1085
O  2.3342  0.3629  -2.2317
O  -2.5568  -1.4111  2.3176
N  -4.4402  4.2832  3.5321
N  -4.4500  2.5529  1.2914
C  5.8862  -1.3480  8.3199
C  2.4801  -2.2595  -10.1636
C  4.5422  -1.9668  6.4778
C  2.9203  0.8358  2.4657
C  1.8687  0.5168  1.3843
C  -2.3764  0.7188  0.7944
C  3.3834  -0.3871  3.2787
C  3.1830  -2.2606  -8.8087
C  -4.8227  -4.4856  7.0057
C  -3.4248  3.4024  3.2986
C  -3.4299  2.5223  2.1972
C  1.3918  -1.2180  -9.9438
C  -2.3174  3.3923  4.1725
C  1.3738  1.9537  -3.6951
C  -0.3526  1.6463  -7.5349
C  -5.3993  4.2586  2.6536
C  -4.7499  -1.9612  1.5648
C  3.1228  -0.7874  -8.4305
C  -5.4008  3.4074  1.5326
C  -2.3403  1.6213  1.9951
C  2.5602  -0.0844  -3.5709
C  -3.4910  -1.1592  1.6078
C  -4.7854  -2.3357  6.0872
C  -0.0886  0.7316  2.6807
C  -1.2653  1.6445  2.8730
C  1.5433  0.6387  -4.4451
C  -4.1080  -4.5584  5.6631
C  -1.4529  3.2420  -6.2231
C  5.2345  -2.5754  7.6894
C  -1.3599  2.3685  -8.4178
C  -3.6252  -3.1205  5.4922
C  1.4621  1.4989  -2.2458
C  -1.5277  3.6919  -7.6758
C  6.3032  -0.5559  7.0886
C  -1.2551  2.5485  3.9588
H  -1.4896  0.1097  0.7135
H  2.6153  -2.8581  -8.0919
H  -0.4089  2.5571  4.6268
H  3.0940  -0.6258  -7.3521
H  4.4640  -0.4688  3.2284
H  2.4565  -1.1701  -3.6050
H  -4.8500  -2.3628  0.5609
H  2.9828  -1.3186  2.8890
H  3.0853  -0.3397  4.3188
H  3.5866  0.1747  -3.8562
H  -3.3065  -5.2953  5.6510
H  2.2627  0.8718  0.4375
H  -4.4767  -1.3866  6.5260
H  3.5426  -1.5991  6.7358
H  7.2936  -0.8628  6.7354
H  -0.6944  4.3591  -7.9073
H  6.0004  -3.2852  7.3693
H  -6.2304  4.9356  2.7919
H  -5.6395  -5.2030  7.0940
H  4.2009  -2.6451  -8.8419
H  -2.3140  4.0777  5.0047
H  -2.4414  1.3298  -0.0987
H  -2.7185  -2.9573  6.0790
H  0.6745  1.8958  -7.8147
H  0.4922  -1.6694  -9.5104
H  -0.4596  0.5622  -7.5652
H  4.5442  -3.0950  8.3520
H  1.8795  0.7612  -5.4733
H  6.7242  -1.5823  8.9744
H  -5.5904  -1.2898  1.7089
H  -2.4379  2.9416  -5.8489
H  -6.2284  3.4533  0.8398
H  2.0815  -3.2306  -10.4525
H  -1.0518  4.0113  -5.5609
H  3.1687  -1.9274  -10.9436
H  0.4826  1.1869  -1.8663
H  3.9753  -0.2363  -8.8418
H  -3.4122  -2.8428  4.4607
H  2.2026  2.6273  -3.9294
H  1.1102  -0.6969  -10.8595
H  3.7561  1.3661  2.0286
H  4.4488  -2.6656  5.6459
H  -1.0142  2.4803  -9.4442
H  -5.5565  -2.1348  5.3345
H  -4.1255  -4.6501  7.8348
H  0.5087  0.7502  3.5959
H  0.5975  0.0939  -4.4602
H  2.4392  1.5265  3.1536
H  0.4437  2.4652  -3.9231
H  1.7292  -0.5586  1.2696
H  -0.4225  -0.2960  2.5391
H  5.1484  -0.7869  8.8978
H  6.3161  0.5209  7.2601
H  -4.7201  -2.7436  2.3057
H  -2.4555  4.2125  -7.9080
H  -4.8175  -4.8132  4.8717
H  1.8603  2.2659  -1.5799
H  -2.3077  1.8251  -8.4336

Löwdin atomic charge list, values in e, 2 entries:
1 O -0.165
2 O -0.159

=====

# 2
# C14H14F16N2O4PS

3 unconnected molecules or ions with the total composition C14H14F16N2O4PS in a non-equilibrium geometry (ωB97M-V with the def2-TZVPD basis set, OMol25).

The value obtained for the calculated total energy is -3289.57509 a.u. The value obtained for the HOMO-LUMO gap is 8.12 eV. Its LUMO energy is -0.187 Ha. The charge is +1.

CARTESIAN COORDINATES (ANGSTROEM)
S  4.8374  3.3614  6.5536
P  3.4309  2.3659  5.7924
F  2.8401  -1.8399  -0.2603
F  -7.0052  2.0533  1.1214
F  -5.1842  -2.9953  -1.2033
F  -0.0982  -0.4680  -1.5749
F  1.0604  0.3051  -3.9022
F  2.7683  -0.4738  -1.9502
F  -0.2990  -2.1754  -3.7804
F  -6.0271  1.5668  -1.3264
F  -2.8990  -1.7553  -1.8173
F  -0.0582  -0.3107  -5.6780
F  -6.2558  -1.0925  -1.0753
F  -5.7933  0.2320  1.2254
F  1.1692  0.2762  0.0531
F  -5.0505  3.2569  -0.3671
F  0.9110  -2.8077  -5.4946
F  -3.6967  -1.2316  0.1478
O  -3.9305  1.3819  -0.5355
O  1.7888  -2.4993  -2.0764
O  2.7557  1.2010  6.6066
O  2.1823  3.1324  5.1962
N  5.1942  0.9858  4.3735
N  3.9596  1.4377  4.2983
C  3.6052  0.5626  2.1370
C  -5.1933  -1.7111  -1.6224
C  -5.7501  1.5649  1.0417
C  3.1494  1.2417  3.2581
C  0.7999  -0.8349  -0.6582
C  5.6559  0.3379  3.3290
C  0.8941  -2.0153  -4.3862
C  1.0210  -0.5838  -4.9207
C  -5.1784  1.9073  -0.3437
C  2.0142  -2.5450  -3.4804
C  2.0620  -1.4227  -1.3086
C  4.8945  0.1164  2.1694
C  -3.8828  -1.0518  -1.1792
C  -3.6566  0.4230  -1.5377
H  -2.5817  0.5055  -1.6921
H  3.2453  1.0420  7.4324
H  2.0628  -3.6096  -3.6996
H  -4.1259  0.6838  -2.4870
H  5.3298  -0.4117  1.3287
H  -5.2792  -1.6938  -2.7121
H  0.3472  -1.5564  0.0238
H  2.9562  0.4224  1.2824
H  2.1416  1.6356  3.3230
H  1.9218  -0.4771  -5.5302
H  2.9816  -2.1216  -3.7510
H  2.4169  3.6780  4.4281
H  6.6794  -0.0117  3.4108
H  -5.1309  2.0183  1.8183

natural (NBO) atomic charge list, values in e, 2 entries:
1 S -0.407
2 P 1.875

=====

# 3
# C22H22CdClF2N5O3

A molecular structure, C22H22CdClF2N5O3 (ωB97M-V with the def2-TZVPD basis set, OMol25).

The value obtained for the calculated total energy is -2178.73486 a.u. The relative energy (zero: lowest compared OMol25 entry of this formula, charge and spin) comes out at 0.444 eV. The value obtained for the HOMO-LUMO gap is 5.00 eV. Its LUMO energy is 0.156 Ha. The charge is -2.

CARTESIAN COORDINATES (ANGSTROEM)
Cd  -0.1208  0.7392  0.1153
Cl  2.7881  -2.2660  -3.5839
F  -1.0502  2.8032  5.1762
F  2.9576  0.5188  4.5663
O  -2.4383  4.2787  0.3146
O  -3.6709  0.6073  -2.5363
O  -0.6246  3.0164  -0.1428
N  -2.1430  0.8527  -0.7980
N  2.5388  2.7429  -2.1441
N  2.0054  1.9820  -1.0579
N  2.0880  -0.5209  0.6914
N  -0.2316  0.0281  -2.4010
C  2.1154  -0.6438  2.0254
C  1.7276  0.8148  4.0699
C  1.3188  0.3664  2.8183
C  -2.8221  1.9974  -0.2097
C  2.7236  -3.7415  -2.6471
C  -2.5932  0.3751  -1.9446
C  2.1562  -3.7491  -1.3716
C  -0.6888  1.6817  3.1204
C  -1.5736  -0.5268  -2.6304
C  2.8013  -1.6301  2.7285
C  2.7497  -6.1171  -1.2593
C  3.2791  -4.8743  -3.2286
C  3.6943  -2.4650  1.9884
C  3.2927  -6.0722  -2.5345
C  -1.8851  3.2115  0.0083
C  0.9545  1.6233  4.8839
C  -0.2660  2.0196  4.3838
C  1.6053  -2.5439  -0.6711
C  2.7144  -1.5947  -0.1012
C  0.0995  0.8526  2.3173
C  2.1988  -4.9726  -0.7003
C  3.7363  -2.4174  0.6445
H  1.3102  1.9476  5.8524
H  1.0318  -2.8704  0.1993
H  -1.6189  2.1093  2.7560
H  3.1913  -1.1454  -0.9822
H  2.6880  1.3340  -0.6917
H  3.0472  3.5447  -1.7964
H  0.9589  -1.9400  -1.3072
H  -1.6137  -1.5304  -2.1939
H  0.4702  -0.4022  -2.9816
H  1.7872  -5.0043  0.3022
H  -0.2243  1.0246  -2.5872
H  4.3727  -3.1247  2.5256
H  3.7038  -4.8033  -4.2233
H  2.7794  -1.6574  3.8069
H  1.6906  2.5875  -0.3067
H  -1.8641  -0.5977  -3.6751
H  4.4233  -3.0331  0.0690
H  -3.6455  2.3333  -0.8347
H  -3.2415  1.7487  0.7706
H  2.7579  -7.0434  -0.6962
H  1.7486  3.1100  -2.6543
H  3.7287  -6.9557  -2.9867

Löwdin atomic charge list, values in e, 2 entries:
1 Cd 1.369
2 Cl 0.682

=====

# 4
# C4H5NO

C4H5NO in the gas phase in a non-equilibrium geometry (ωB97M-V with the def2-TZVPD basis set, OMol25).

The value obtained for the calculated total energy is -285.35640 a.u. The relative energy (zero: lowest compared OMol25 entry of this formula, charge and spin) comes out at 1.583 eV. The value obtained for the HOMO-LUMO gap is 11.24 eV. Its LUMO energy is 0.029 Ha. As for the SMILES: N#CC1(O)CC1.

CARTESIAN COORDINATES (ANGSTROEM)
O  -0.7068  -0.8375  1.2990
N  -1.5342  -1.2355  -1.9552
C  1.0358  0.1405  -0.2129
C  0.1490  1.2040  0.3657
C  -1.1406  -0.6407  -1.0428
C  -0.4034  -0.1674  0.1180
H  -0.5374  -1.7808  1.1708
H  1.7902  -0.3913  0.3530
H  1.2345  0.2345  -1.2768
H  0.2199  1.4147  1.4299
H  -0.1070  2.0593  -0.2489

natural (NBO) atomic charge list, values in e, 2 entries:
1 O -0.670
2 N -0.313

=====

# 5
# C4H6N4O

C4H6N4O in the gas phase in a non-equilibrium geometry (ωB97M-V with the def2-TZVPD basis set, OMol25).

The value obtained for the calculated total energy is -450.17557 a.u. The relative energy (zero: lowest compared OMol25 entry of this formula, charge and spin) comes out at 3.077 eV. The value obtained for the HOMO-LUMO gap is 8.88 eV. Its LUMO energy is 0.024 Ha. As for the SMILES: N/N=C\N=c1/cc[nH]o1.

CARTESIAN COORDINATES (ANGSTROEM)
O  -1.5791  -1.1974  0.4989
N  0.5961  -1.4265  -0.0186
N  -2.6530  -0.3304  0.1622
N  2.0660  0.7988  0.7404
N  2.5641  -0.0347  -0.2724
C  -0.4555  -0.7080  -0.0866
C  1.7853  -1.0135  -0.5847
C  -2.1109  0.7913  -0.4091
C  -0.7963  0.5960  -0.6559
H  2.1588  -1.7212  -1.3144
H  -3.1972  -0.2193  0.9924
H  -2.7478  1.6514  -0.5804
H  -0.0807  1.2857  -1.1148
H  1.6312  0.2108  1.4800
H  2.8188  1.3169  1.1629

natural (NBO) atomic charge list, values in e, 2 entries:
1 O -0.307
2 N -0.559